1.
18
Properties=species:S:1:pos:R:3:forces:R:3 method="wB97M-V/def2-TZVPD" gap_ev=9.7 homo_ev=-9.43
C -0.882 -1.968 -0.093 -0.06 -0.16 0.03
C -0.603 -0.519 0.084 0.71 0.26 0.42
C 0.549 0.046 0.505 -0.42 -0.07 -1.23
C 1.775 -0.615 0.806 0.98 -0.51 0.34
C 2.823 -1.165 1.065 -0.85 0.18 -0.23
C 0.448 1.532 0.595 -1.78 0.82 3.26
O 0.892 2.245 1.460 -0.76 -1.08 -2.85
O -1.102 1.781 0.077 1.42 -0.21 0.35
C -1.672 0.505 -0.161 0.41 0.33 -0.03
H -1.276 -2.148 -1.105 0.13 -0.02 0.25
H 0.020 -2.571 0.065 -0.26 0.14 -0.06
H -1.660 -2.290 0.615 0.19 0.03 -0.16
H 3.718 -1.720 1.286 -0.33 0.35 -0.08
H -2.018 0.444 -1.205 -0.12 -0.09 0.21
H -2.522 0.345 0.519 0.08 -0.01 -0.20
H -0.388 2.309 -1.309 4.72 -0.35 0.64
O 0.843 2.265 -1.314 -4.11 0.46 -0.49
H 1.056 1.522 -1.889 0.04 -0.07 -0.17



2.
20
Properties=species:S:1:pos:R:3:forces:R:3 method="wB97M-V/def2-TZVPD" gap_ev=9.4 homo_ev=-9.37
C 1.947 -1.521 -0.338 -1.20 2.05 0.20
C 1.658 -0.420 -1.304 0.66 -1.45 0.32
C 1.318 -1.611 0.827 -0.59 -0.93 1.08
C 0.610 0.369 -1.120 1.14 1.49 -0.54
C 0.132 -0.614 1.159 1.98 -1.51 0.77
C -0.144 0.445 0.130 -1.87 -2.02 -1.41
C -0.587 1.864 0.500 0.89 -0.41 0.58
O -2.005 -1.612 -1.144 0.41 0.29 -0.33
O -2.936 0.354 0.054 1.62 -2.59 0.14
O -1.103 -1.353 1.187 -1.06 1.14 -1.03
O -1.471 2.322 -0.420 -0.60 1.89 -1.99
S -1.792 -0.566 -0.202 -1.19 1.24 2.48
H 2.688 -2.199 -0.585 1.39 -1.23 -0.47
H 2.367 -0.364 -2.145 -0.84 0.18 0.19
H 1.623 -2.512 1.524 -1.09 2.20 -1.14
H 0.378 1.150 -1.829 -0.05 0.08 -0.17
H 0.345 -0.154 2.122 -0.30 -0.06 0.32
H 0.380 2.398 0.393 -0.66 0.38 0.32
H -1.012 1.997 1.500 0.49 -0.53 0.24
H -2.395 2.027 -0.309 0.88 -0.22 0.42



3.
17
Properties=species:S:1:pos:R:3:forces:R:3 method="wB97M-V/def2-TZVPD" gap_ev=7.5 homo_ev=-7.33
C -1.563 -1.249 -1.022 -1.50 -0.29 -1.59
C -0.645 -1.943 -0.400 1.93 -2.97 -0.72
C -1.836 0.086 -0.653 4.63 0.07 -0.56
C 0.133 -1.476 0.789 -0.99 -1.44 1.25
C 0.888 -0.229 0.458 1.41 0.77 -1.37
C 0.302 0.707 -0.456 -4.16 1.22 -0.37
C 0.074 2.186 -0.316 -0.22 -2.46 1.71
O -2.614 0.931 -0.682 -1.99 1.46 0.30
S 1.536 -0.095 -1.317 0.61 -0.85 0.17
H -1.896 -1.534 -2.041 -0.12 0.06 0.78
H -0.298 -2.928 -0.919 -0.72 1.85 1.19
H -0.611 -1.082 1.579 1.22 -1.25 -0.62
H 0.749 -2.418 1.077 -0.81 2.11 0.30
H 1.550 0.284 1.137 0.29 -0.65 0.64
H -0.761 2.496 -0.841 -1.81 0.50 -1.33
H 0.847 2.809 -0.564 2.30 1.36 -0.55
H -0.194 2.310 0.715 -0.06 0.50 0.78



4.
16
Properties=species:S:1:pos:R:3:forces:R:3 method="wB97M-V/def2-TZVPD" gap_ev=7.6 homo_ev=-8.78
C -0.916 -2.313 -2.108 -0.48 0.31 -0.27
C 0.108 -2.315 -0.978 -0.78 0.07 0.05
C 0.216 -1.034 -0.228 0.13 0.32 -0.24
C -0.439 0.123 -0.433 0.59 -0.15 0.68
C 0.043 1.106 0.565 -0.20 0.16 -0.10
C 1.067 0.399 1.376 0.40 0.73 0.87
C 1.175 -0.841 0.910 0.49 -0.86 0.29
H -0.667 -1.549 -2.874 -0.17 -0.39 0.45
H -1.937 -2.097 -1.718 0.66 -0.11 -0.29
H -0.949 -3.289 -2.615 0.02 0.30 0.20
H 1.069 -2.602 -1.362 0.72 -0.04 -0.21
H -0.146 -3.094 -0.262 -0.07 -0.21 0.19
H -1.174 0.365 -1.160 -0.42 0.05 -0.43
H 1.595 0.880 2.224 -0.42 -0.46 -0.79
H 1.854 -1.631 1.297 -0.63 0.66 -0.38
S -0.448 2.641 0.740 0.15 -0.37 -0.02



5.
16
Properties=species:S:1:pos:R:3:forces:R:3 method="wB97M-V/def2-TZVPD" gap_ev="8.1 / 8.1" homo_ev="-7.86 / -7.86"
C 1.471 -1.031 0.596 1.37 0.89 0.40
C 0.444 -1.543 -0.245 -0.75 -2.17 -0.44
C 2.068 0.121 0.268 0.56 0.63 1.27
C -0.426 -0.908 -0.958 -0.49 2.53 -0.46
C -1.182 0.252 -1.458 -1.57 -1.15 1.31
C -0.549 1.112 -0.372 0.77 -3.02 0.86
C -1.167 0.985 1.019 -1.78 -1.67 -2.04
S 1.189 1.395 -0.595 0.12 0.25 -0.34
H 1.867 -1.696 1.341 0.48 -0.22 -0.07
H 0.614 -2.641 -0.406 -0.65 0.86 0.01
H 3.090 0.397 0.662 -1.46 -0.09 -0.36
H -0.907 0.615 -2.382 0.79 0.25 -2.16
H -2.295 0.041 -1.519 1.16 0.70 0.72
H -0.962 1.733 1.684 0.95 2.32 1.36
H -1.006 0.051 1.617 -0.08 0.39 -0.92
H -2.248 1.117 0.748 0.58 -0.50 0.85



6.
17
Properties=species:S:1:pos:R:3:forces:R:3 method="wB97M-V/def2-TZVPD" gap_ev=8.6 homo_ev=-7.81
C 1.480 -1.749 -0.071 1.44 2.54 -1.00
C 2.788 -1.449 0.187 0.34 0.37 0.16
C 0.732 -0.588 -0.446 -0.14 0.00 1.36
C 1.403 0.572 -0.166 -0.48 0.00 -0.38
C -0.712 -0.443 -0.783 -1.54 2.29 1.09
C -1.160 1.105 -0.341 1.07 -1.22 -0.63
C -1.993 1.130 0.931 -2.19 1.89 -1.47
S 3.024 0.255 0.288 -0.04 0.39 -0.15
S 0.423 2.056 -0.237 0.46 -0.49 0.19
H 1.107 -2.691 -0.113 -0.96 -2.70 -0.26
H 3.717 -2.028 0.225 -0.81 -0.15 0.32
H -0.968 -0.585 -1.827 0.12 -0.22 -0.19
H -1.380 -1.039 -0.140 0.42 -0.24 -0.49
H -1.715 1.716 -1.064 0.12 -0.93 -0.43
H -2.823 0.345 0.864 1.32 0.97 0.57
H -2.513 2.165 0.882 0.42 -1.63 0.29
H -1.411 1.229 1.811 0.45 -0.86 1.02



7.
25
Properties=species:S:1:pos:R:3:forces:R:3 method="wB97M-V/def2-TZVPD" total_charge=+3 gap_ev=3.2 homo_ev=-20.26
O -3.424 -2.663 1.402 -0.30 -0.39 0.45
C -3.436 -2.047 0.440 1.55 -1.86 0.76
I -5.422 -1.063 -0.060 -0.27 1.98 -0.28
C -2.388 -1.560 -0.463 -0.67 0.34 -0.27
B -2.296 -0.092 0.017 2.18 -0.40 -0.48
C -1.080 0.868 0.340 -1.07 0.13 -0.40
C 0.003 0.810 -0.796 -0.52 -0.76 0.65
C 1.170 -0.164 -0.556 -0.25 0.62 -0.09
C 2.499 0.603 -0.558 0.00 -0.60 0.00
F 3.516 -0.271 -0.800 0.01 -0.10 -0.08
F 2.471 1.518 -1.532 0.26 -0.08 0.15
C 2.868 1.315 0.775 0.72 1.24 0.09
F 3.602 2.383 0.563 -0.44 -0.22 -0.06
F 3.647 0.527 1.618 -0.78 -0.18 -0.30
F 1.757 1.636 1.434 0.11 -0.12 0.14
H -1.527 -2.207 -0.417 0.44 -0.15 0.15
H -2.789 -1.535 -1.471 -0.03 -0.01 -0.56
H -3.424 0.455 0.211 -1.84 0.23 0.17
H -0.718 0.573 1.322 -0.01 -0.20 0.49
H -1.436 1.879 0.431 0.02 0.60 0.24
H -0.490 0.571 -1.723 0.10 0.15 -0.68
H 0.352 1.828 -0.853 -0.04 0.44 -0.23
H 1.211 -0.867 -1.370 0.28 -0.28 -0.43
H 1.051 -0.748 0.344 0.09 -0.09 0.49
Al 4.285 -1.746 1.702 0.47 -0.30 0.09



8.
20
Properties=species:S:1:pos:R:3:forces:R:3 method="wB97M-V/def2-TZVPD" gap_ev="6.3 / 7.3" homo_ev="-7.50 / -7.85"
C 1.437 -0.786 1.256 1.14 0.98 0.93
C 1.777 -0.345 0.045 2.34 0.62 0.69
C 0.961 -0.353 -1.144 -0.75 1.28 -1.79
C 0.252 -1.422 1.442 -1.88 -0.02 -0.18
C -0.890 0.449 0.250 -0.82 0.76 0.98
C -0.356 1.632 1.063 -0.60 -1.93 -0.81
C -1.276 -0.129 -1.966 -3.61 1.96 -1.39
N -0.325 0.238 -0.984 -0.06 -0.49 0.88
O 1.260 -0.641 -2.274 0.88 -0.54 0.18
Br 3.230 0.872 0.169 0.22 0.18 -0.92
Br -0.448 -2.611 0.226 -0.31 -1.28 -0.79
H 2.013 -0.391 2.135 -0.69 -0.72 -0.86
H -0.109 -1.608 2.400 -0.56 -0.18 1.44
H -2.019 0.224 0.221 2.00 0.51 0.59
H -1.216 2.174 1.370 -0.43 1.23 0.01
H 0.460 2.129 0.569 -0.18 0.66 -0.38
H 0.049 1.220 1.936 0.65 -0.32 1.56
H -1.635 0.736 -2.717 1.07 -1.57 1.83
H -0.960 -0.912 -2.564 0.86 -1.45 -1.17
H -2.204 -0.475 -1.434 0.74 0.32 -0.78



9.
32
Properties=species:S:1:pos:R:3:forces:R:3 method="wB97M-V/def2-TZVPD" total_charge=-1 gap_ev=8.4 homo_ev=-5.97
O 4.630 0.695 -1.242 -0.13 0.07 -0.35
S 4.093 -0.500 -0.637 0.38 0.33 0.35
O 4.901 -1.072 0.410 -0.02 -0.40 0.01
F 4.120 -1.605 -1.836 0.03 -0.02 -0.01
In 1.667 -0.157 0.031 -1.14 0.37 0.18
C 0.747 1.368 -1.292 0.81 -0.23 0.22
C 0.437 2.716 -0.650 -0.71 -0.37 -0.27
C -0.310 2.670 0.668 0.35 0.51 -0.02
Br -2.241 2.523 0.431 -0.02 -0.18 0.00
C 0.523 -2.103 -0.322 0.60 0.94 0.70
F 1.214 -3.187 0.139 0.01 -0.49 -0.23
F 0.304 -2.294 -1.658 -0.15 -0.18 -0.33
C -0.843 -2.096 0.409 0.35 -0.49 0.16
F -1.233 -0.821 0.615 -0.23 0.16 -0.05
F -0.675 -2.652 1.635 0.00 0.05 0.01
C -1.990 -2.906 -0.253 0.35 -0.37 -0.12
F -1.461 -4.086 -0.673 -0.29 0.18 0.23
F -2.930 -3.192 0.680 0.12 0.28 -0.26
C -2.698 -2.265 -1.482 -0.40 -0.22 -0.43
F -3.942 -2.802 -1.564 0.57 0.32 -0.17
F -2.050 -2.553 -2.626 -0.61 0.31 0.68
F -2.822 -0.942 -1.362 -0.02 -0.48 -0.21
H 1.633 0.247 1.743 0.27 -0.15 -0.19
H 1.469 1.539 -2.087 0.08 -0.01 -0.22
H -0.125 0.934 -1.769 -0.29 -0.09 0.05
H 1.334 3.311 -0.515 0.34 -0.05 0.17
H -0.195 3.283 -1.334 0.04 0.30 -0.14
H -0.161 3.594 1.207 -0.22 0.20 0.18
H 0.010 1.871 1.320 -0.10 -0.33 0.05
O -1.198 3.627 3.642 0.00 0.11 0.10
H -1.434 2.767 4.001 -0.02 -0.08 -0.09
H -0.775 4.089 4.371 0.04 0.00 0.02



10.
21
Properties=species:S:1:pos:R:3:forces:R:3 method="wB97M-V/def2-TZVPD" total_charge=-2 gap_ev=5.3 homo_ev=0.44
C -2.788 -2.138 -0.480 -1.73 2.30 0.71
C -2.478 0.096 1.909 -0.11 1.68 -1.12
C -0.233 -0.198 -1.380 0.61 4.57 -0.31
C 0.375 -1.105 0.880 -1.93 1.40 0.17
C 0.192 1.321 0.473 -0.01 -1.19 -1.49
C -2.050 -0.125 0.413 0.16 -1.99 0.17
C -0.527 -0.033 0.153 1.63 -0.98 -1.64
O -3.985 -2.039 -0.580 0.19 0.11 0.19
O -3.247 1.085 2.076 0.15 -0.80 0.75
O -1.891 -2.864 -0.724 1.96 -1.08 -0.20
O -1.945 -0.632 2.775 0.01 -0.33 0.01
Br -3.097 1.129 -0.754 0.30 0.03 -0.05
H -0.632 -0.909 -2.014 -0.71 -2.43 -0.40
H 0.853 0.018 -1.654 -0.92 -0.68 0.57
H -0.752 0.718 -1.856 0.79 -0.97 0.61
H 0.179 -2.082 0.479 0.01 -0.52 0.21
H 0.125 -0.948 1.922 -0.06 -0.80 0.41
H 1.376 -0.752 0.755 0.92 -0.21 -0.42
H 1.306 1.237 0.149 -1.73 0.30 1.11
H -0.075 1.571 1.480 0.53 0.49 0.70
H -0.296 1.966 -0.233 -0.06 1.10 0.00



11.
23
Properties=species:S:1:pos:R:3:forces:R:3 method="wB97M-V/def2-TZVPD" gap_ev=8.4 homo_ev=-8.11
C 2.467 -1.593 0.358 -1.58 -1.21 0.31
C 1.195 -2.017 0.189 1.35 2.29 -0.67
C -0.816 -0.641 -0.146 0.09 -1.09 0.39
C 2.901 -0.181 0.386 1.54 -1.13 1.35
C -3.214 -0.671 -0.653 -2.14 -1.68 2.03
C -1.903 1.365 0.468 -1.86 1.64 0.17
C -1.967 -0.051 -0.036 -0.42 -0.29 -0.71
N 0.259 -1.144 -0.385 0.52 -0.66 -0.22
N 2.261 0.700 -0.447 -0.05 1.27 -3.25
N 1.493 1.623 -0.156 0.31 -1.53 -1.57
O 0.982 2.356 -1.252 0.13 1.26 2.30
O 1.008 1.906 0.861 -1.36 1.65 3.24
Cl 0.863 -3.647 0.422 -0.84 -1.07 0.01
Cl 2.855 0.262 2.174 0.67 0.04 -0.05
H 3.173 -2.343 0.714 -0.01 0.43 -0.05
H 3.962 -0.253 0.041 -0.56 0.72 0.69
H -3.754 -1.628 -0.062 1.56 2.71 -0.81
H -3.139 -1.150 -1.613 0.64 0.29 -0.71
H -3.979 0.128 -0.705 0.28 -0.56 -0.07
H -1.263 1.408 1.370 -0.49 0.32 -0.60
H -2.989 1.729 0.741 2.11 -0.68 -0.37
H -1.516 2.083 -0.336 -0.46 -0.95 1.21
H 1.123 1.756 -1.933 0.57 -1.76 -2.63



12.
21
Properties=species:S:1:pos:R:3:forces:R:3 method="wB97M-V/def2-TZVPD" gap_ev=8.7 homo_ev=-8.07
C -1.554 -2.441 -1.434 -0.03 -0.27 0.02
C -1.359 -1.078 -1.146 0.08 0.29 0.41
C -1.547 -3.220 -0.321 0.03 0.00 0.33
C -1.207 -0.822 0.193 -0.15 -0.93 -0.26
C -0.633 2.883 1.059 -0.05 0.01 -0.05
C -0.879 1.619 0.312 0.00 -0.21 0.28
C -0.989 0.419 0.885 0.17 0.72 0.12
Si 3.474 0.104 -0.266 -0.47 -0.12 -0.23
S -1.304 -2.300 1.107 -0.01 0.33 -0.62
Cl 5.184 0.116 -1.321 0.47 0.00 -0.25
Cl 3.172 1.915 0.553 -0.04 0.51 0.25
Cl 3.564 -1.287 1.182 0.05 -0.33 0.36
H -1.695 -2.826 -2.429 -0.02 -0.10 -0.14
H -1.335 -0.308 -1.895 0.00 0.15 -0.13
H -1.674 -4.282 -0.247 -0.03 -0.21 -0.05
H 0.289 3.348 0.711 0.05 0.10 0.03
H -0.554 2.700 2.128 0.01 0.04 0.08
H -1.445 3.590 0.877 0.03 0.08 0.06
H 2.360 -0.195 -1.148 -0.11 -0.06 -0.12
H -0.970 1.724 -0.760 -0.02 -0.12 -0.22
H -0.898 0.341 1.961 0.03 0.11 0.14